Entry from OMol25: C2H8N3P as an isolated structure in a non-equilibrium geometry (ωB97M-V/def2-TZVPD).

XYZ file:
```
14
Properties=species:S:1:pos:R:3:lowdin_charge:R:1
C 0.52 -1.14 0.55 -0.4626
C 1.86 -1.78 0.90 -0.1095
N 0.34 -0.16 -0.20 -0.0896
N -1.38 2.16 0.33 -0.2479
N -1.45 1.14 -2.03 -0.2585
P -1.85 0.71 -0.45 0.8185
H -0.43 -1.60 1.16 0.1060
H 1.85 -2.61 0.33 0.0136
H 2.62 -1.19 0.51 0.0395
H 1.93 -2.08 2.03 0.1123
H -1.62 2.12 1.32 0.0188
H -0.39 2.35 0.20 0.0139
H -1.40 0.32 -2.62 0.0167
H -0.62 1.74 -2.03 0.0289
```

For the HOMO-LUMO gap, the calculation gives 8.2016 eV. As for the net charge: 0. The multiplicity is 1. The calculation puts the relative energy (zero: lowest compared OMol25 entry of this formula, charge and spin) at 29.0 kcal per mole.